Here is a structure of composition C17H28Cl8F8O3 from the Open Molecules 2025 dataset. Energies are from the ωB97M-V functional and the def2-TZVPD basis.

Its orbital gap is 9.21 eV. The charge is 0. The total energy comes out at -146126.16689 eV.

The geometry in XYZ format:
```
64
Properties=species:S:1:pos:R:3:forces:R:3:mulliken_charge:R:1
C -0.665 -0.809 2.421 -1.67 0.83 1.41 -1.50
C 0.852 -0.997 2.418 -1.46 -1.25 3.32 1.21
C 1.726 0.198 2.727 0.61 -0.05 -2.56 1.09
F 1.476 0.720 3.924 -1.21 -5.08 0.66 -0.34
F 3.027 -0.098 2.666 1.25 -1.26 0.57 -0.40
F 1.096 -1.938 3.366 0.87 -0.37 0.56 -0.44
F 1.187 -1.531 1.270 2.05 -1.99 -1.10 -0.11
O -1.363 -1.840 1.731 -0.16 -1.80 -0.15 -0.32
C -1.809 -2.974 2.477 0.80 2.08 -1.09 0.85
C -2.480 -4.069 1.591 -0.30 0.27 0.41 0.14
F -3.493 -3.477 0.979 -1.29 0.94 -0.73 -0.22
F -1.723 -4.604 0.632 0.97 -0.02 0.11 -0.24
F -0.874 -3.441 3.249 2.33 -1.78 0.21 -0.30
F -2.669 -2.555 3.383 -2.55 0.70 0.53 -0.34
H -0.888 0.141 1.936 -0.48 -1.33 0.99 -0.08
H -1.141 -0.668 3.391 0.76 -0.40 0.56 0.75
H 1.675 0.947 1.938 -0.71 -0.45 0.51 -0.23
H -2.936 -4.855 2.192 0.56 -0.15 0.47 0.27
C 2.585 -1.024 -1.434 -0.21 1.72 -0.61 0.52
C 1.896 -0.967 -2.806 -0.21 0.25 -1.24 0.66
C 1.650 -2.404 -3.194 1.63 -0.85 1.03 -0.72
O 2.682 -3.126 -2.453 0.92 0.08 -0.14 -0.54
C 2.788 -2.466 -1.182 -1.03 -1.02 0.21 -0.79
H 2.053 -0.583 -0.592 0.01 0.15 -0.36 -0.61
H 3.479 -0.430 -1.624 0.43 -0.36 0.69 0.23
H 2.549 -0.438 -3.500 0.33 -0.45 -0.24 0.56
H 0.976 -0.402 -2.957 1.00 -0.69 -0.26 -0.56
H 1.814 -2.598 -4.254 -0.25 -0.18 0.17 0.37
H 0.718 -2.815 -2.808 -0.46 0.30 -0.36 0.35
H 3.631 -2.635 -0.513 0.71 -0.59 -0.97 0.45
H 1.967 -2.867 -0.588 -0.44 0.17 0.18 0.33
C -0.352 0.324 0.226 0.63 -0.65 -1.73 1.41
C 0.122 0.663 -1.175 1.04 0.54 1.09 0.57
C 0.831 1.975 -0.955 1.44 -1.04 -1.05 -1.51
O 0.351 2.495 0.254 0.08 -3.92 -2.24 -0.27
C -0.573 1.657 0.875 -3.20 -2.40 -2.17 -2.52
H 0.366 -0.277 0.783 -1.01 1.48 -2.27 -1.39
H -1.284 -0.227 0.099 0.19 -0.25 0.38 0.52
H -0.771 0.898 -1.756 4.50 -0.34 0.91 0.03
H 0.463 -0.113 -1.860 0.49 0.57 2.43 -0.29
H 0.608 2.710 -1.728 0.28 0.09 -0.25 0.38
H 1.906 1.804 -0.894 0.34 0.44 0.17 0.23
H -1.573 1.982 0.589 0.07 -0.18 0.36 0.72
H -0.501 1.727 1.960 -0.68 -0.69 -0.92 1.56
C -3.634 0.113 -1.808 0.89 0.22 0.12 -0.48
Cl -3.028 -1.526 -1.497 -0.24 -0.26 -0.39 -0.12
Cl -2.149 1.210 -1.609 -11.51 -2.92 1.52 -0.25
H -3.915 0.273 -2.849 -0.32 -0.39 0.37 0.39
H -4.403 0.259 -1.050 0.17 0.54 -0.30 0.41
C 1.334 2.946 3.775 1.83 1.58 0.83 -0.22
Cl 1.035 2.810 2.057 7.39 3.33 5.85 0.01
Cl -0.161 3.053 4.713 -0.42 0.40 0.15 -0.21
H 1.785 2.027 4.148 0.32 3.27 -0.08 0.14
H 2.048 3.751 3.953 -0.71 0.54 0.20 0.45
C -0.631 4.354 -0.066 -1.27 3.15 -0.69 -0.03
Cl -1.726 3.478 -1.130 0.54 3.15 0.14 -0.01
Cl -1.102 4.066 1.647 -2.77 3.76 -0.94 -0.08
H 0.391 4.045 -0.284 -0.77 1.82 0.10 0.01
H -0.888 5.360 -0.396 0.40 0.38 1.01 0.56
C -0.741 0.554 -4.035 -0.66 1.13 0.08 1.11
Cl -0.783 -0.956 -4.911 -0.08 0.28 -0.35 -0.15
Cl -2.264 1.556 -4.158 0.74 -0.34 -2.98 -0.17
H -0.562 0.331 -2.983 -0.70 -0.11 -1.51 -1.23
H 0.017 1.283 -4.321 0.19 -0.59 -0.61 0.41
```
Forces are in eV/Å.

***

Here is a structure of composition C17H28IInNO15 from the Open Molecules 2025 dataset. Energies are from the ωB97M-V functional and the def2-TZVPD basis.

Its orbital gap is 5.79 eV. The charge is -1. The total energy comes out at -63560.27682 eV.

The geometry in XYZ format:
```
63
Properties=species:S:1:pos:R:3:forces:R:3:mulliken_charge:R:1
N 0.344 -0.601 1.048 0.07 -0.33 -0.72 -0.62
C -0.760 -0.416 0.057 -0.48 0.60 0.77 -0.31
C -1.812 0.647 0.541 -0.08 -0.50 -0.90 -0.79
In -3.756 -0.487 0.829 0.56 0.29 0.37 0.47
I -4.776 -0.802 -1.812 0.57 -2.26 0.28 -0.54
H 1.130 -0.064 0.683 -0.04 0.03 0.28 0.17
H 0.630 -1.579 0.922 0.05 0.78 0.30 0.29
H -1.246 -1.400 -0.055 0.28 0.34 -0.16 0.26
H -0.370 -0.097 -0.927 -0.10 -0.34 0.23 0.21
H -1.488 1.173 1.453 0.01 -0.32 -0.23 0.43
H -1.897 1.389 -0.277 -0.21 -0.10 0.47 0.14
H -3.277 -2.120 1.415 -0.16 0.24 -0.18 -0.34
H -4.895 0.359 1.908 -0.05 -0.10 -0.27 -0.35
C 0.517 -6.376 1.003 -0.04 -0.41 -0.05 -0.34
C 0.404 -5.613 2.299 -0.16 -0.17 0.42 -0.32
O 0.933 -4.334 1.954 0.04 -0.10 -0.29 -0.28
C 0.796 -4.182 0.613 -0.13 0.18 -0.12 0.67
O 0.981 -3.162 0.032 0.26 -0.61 -0.16 -0.59
O 0.416 -5.344 0.024 0.11 0.17 0.22 -0.32
H -0.276 -7.109 0.875 -0.04 0.13 -0.17 0.30
H 1.484 -6.874 0.892 0.01 0.05 0.01 0.26
H -0.631 -5.491 2.625 0.01 0.04 -0.07 0.29
H 0.978 -6.066 3.105 0.11 0.20 -0.01 0.28
C -3.727 4.704 -1.619 0.29 0.17 -0.07 -0.30
C -4.701 4.783 -0.469 -0.05 0.24 0.41 -0.43
O -5.610 3.718 -0.748 0.49 0.01 0.05 -0.32
C -4.949 2.816 -1.539 -0.03 -0.59 0.04 0.68
O -5.356 1.737 -1.812 -0.65 2.42 -0.23 -0.40
O -3.759 3.323 -1.965 -0.25 0.15 0.13 -0.34
H -2.720 5.009 -1.340 0.03 -0.18 -0.05 0.33
H -4.049 5.292 -2.483 0.01 0.02 0.02 0.25
H -4.224 4.595 0.496 0.02 -0.03 -0.05 0.36
H -5.224 5.738 -0.426 -0.16 -0.12 -0.03 0.28
C -7.242 4.964 -2.880 -0.06 -0.02 0.17 0.54
C -7.576 3.994 -3.982 0.09 -0.47 0.02 -0.39
O -8.490 4.744 -4.789 0.11 0.32 0.15 -0.35
C -8.253 6.061 -4.566 -0.09 0.10 -0.13 0.61
O -8.726 6.948 -5.202 0.03 -0.04 0.05 -0.54
O -7.404 6.235 -3.520 -0.20 -0.14 -0.28 -0.35
H -6.235 4.843 -2.512 0.01 0.26 -0.10 -0.46
H -7.937 4.901 -2.040 0.03 -0.01 -0.01 0.20
H -6.706 3.728 -4.586 -0.02 0.04 0.01 0.32
H -8.039 3.082 -3.613 -0.11 0.06 -0.12 0.34
C 4.862 -1.683 1.511 -0.15 -0.51 -0.06 -0.17
C 3.918 -0.889 2.369 -0.56 -0.16 0.08 0.06
O 4.660 0.308 2.625 0.35 -0.03 -0.32 -0.37
C 5.564 0.446 1.624 0.04 0.09 -0.03 0.71
O 6.228 1.420 1.447 0.05 -0.08 0.02 -0.58
O 5.621 -0.666 0.850 -0.29 0.48 0.19 -0.32
H 4.344 -2.311 0.789 0.08 0.14 -0.13 0.32
H 5.538 -2.300 2.096 -0.05 0.04 0.02 0.18
H 2.994 -0.631 1.850 0.00 0.04 0.05 -0.09
H 3.668 -1.398 3.298 0.07 0.19 0.08 0.34
C 9.765 -2.749 0.620 0.34 0.01 -0.28 -0.36
C 9.213 -1.548 1.340 0.16 0.57 -0.01 -0.35
O 7.885 -1.957 1.669 0.37 -0.73 0.04 -0.26
C 7.877 -3.317 1.696 -0.04 0.02 0.06 0.64
O 6.974 -3.980 2.095 0.12 -0.03 0.02 -0.53
O 9.036 -3.826 1.206 -0.20 0.16 0.10 -0.35
H 10.835 -2.876 0.773 -0.07 -0.18 0.08 0.30
H 9.561 -2.726 -0.453 -0.05 0.01 0.03 0.26
H 9.753 -1.329 2.264 -0.03 -0.05 0.00 0.26
H 9.198 -0.655 0.719 -0.24 0.00 0.07 0.33
```
Forces are in eV/Å.

***

Here is the molecule C17H28N2O3S from the Open Molecules 2025 dataset. Energies are from the ωB97M-V functional and the def2-TZVPD basis.

Its orbital gap is 8.83 eV. The charge is 0. The value obtained for the energy above the lowest of the compared OMol25 structures with the same formula, charge and spin is 23.5 kcal per mole. The total energy comes out at -38040.36001 eV.

The geometry in XYZ format:
```
51
Properties=species:S:1:pos:R:3:forces:R:3:mulliken_charge:R:1
C 0.207 3.456 2.560 0.12 0.08 -0.22 -1.44
C 0.085 4.238 1.258 -0.30 -0.04 0.20 0.23
C -1.306 4.854 1.124 0.21 0.14 -0.23 -0.52
C -1.517 5.646 -0.169 0.04 -0.11 -0.01 -1.02
C -1.360 4.831 -1.455 -0.29 0.04 0.20 -0.76
H -1.562 5.487 -2.307 0.09 -0.01 -0.06 0.40
C -2.293 3.624 -1.513 0.42 0.16 -0.24 0.54
C -2.110 2.799 -2.791 -0.25 -0.06 0.23 -1.02
C -2.534 1.332 -2.614 0.14 0.00 -0.30 -0.72
C -1.347 0.376 -2.480 -0.32 -0.02 -0.12 -1.09
C -0.502 0.642 -1.251 -0.55 -0.43 0.43 -0.12
H -0.236 1.687 -1.136 0.11 0.16 0.13 -0.11
H 0.392 0.022 -1.237 0.13 -0.03 0.06 0.67
S -1.430 0.187 0.251 0.77 0.27 0.42 0.81
O -2.193 -0.997 0.002 0.25 -0.21 -0.13 -0.62
O -2.094 1.327 0.811 0.14 0.16 0.05 -0.66
N -0.200 -0.140 1.363 -1.25 0.61 -0.34 -0.01
N 0.744 -1.089 1.289 0.64 -0.73 -0.14 -0.61
C 0.623 -2.089 0.506 -0.39 0.42 -0.03 -0.21
C 1.645 -3.114 0.459 0.49 -0.49 -0.06 0.46
C 1.488 -4.208 -0.392 0.00 0.33 0.24 -0.70
C 2.447 -5.199 -0.453 0.24 -0.18 0.03 -0.51
C 3.589 -5.115 0.337 -0.37 0.19 -0.11 0.97
C 3.757 -4.024 1.190 0.14 -0.25 -0.07 -0.61
C 2.797 -3.039 1.248 -0.18 -0.08 -0.17 -0.57
H 2.914 -2.194 1.906 0.07 0.08 0.09 0.43
H 4.647 -3.977 1.796 0.10 0.03 0.08 0.40
O 4.559 -6.064 0.310 0.15 -0.13 0.01 -0.54
H 4.318 -6.765 -0.309 0.00 0.12 0.08 0.28
H 2.313 -6.045 -1.114 -0.01 -0.06 -0.05 0.27
H 0.602 -4.283 -1.006 -0.10 -0.01 -0.07 0.38
H -0.242 -2.229 -0.142 -0.03 0.01 0.05 0.45
H 0.060 0.644 1.942 -0.12 0.09 -0.08 0.21
H -1.723 -0.647 -2.411 0.10 -0.02 -0.14 0.38
H -0.718 0.449 -3.372 0.03 -0.02 0.07 0.44
H -3.124 1.009 -3.474 -0.06 -0.05 0.07 0.36
H -3.163 1.233 -1.728 -0.18 0.01 -0.04 0.44
H -1.062 2.834 -3.100 0.08 0.04 -0.06 0.42
H -2.688 3.256 -3.597 0.08 0.03 -0.06 0.44
H -3.328 3.966 -1.447 -0.10 -0.04 0.10 0.43
H -2.113 2.988 -0.649 -0.06 0.04 0.01 -0.52
H -0.324 4.496 -1.548 0.06 -0.03 -0.09 0.36
H -2.522 6.073 -0.147 -0.01 0.11 -0.02 0.36
H -0.807 6.477 -0.197 -0.05 0.09 0.03 0.35
H -1.471 5.529 1.967 -0.05 -0.05 0.07 0.47
H -2.047 4.056 1.195 -0.08 -0.02 0.09 0.13
H 0.268 3.560 0.423 0.08 0.01 -0.12 -0.09
H 0.843 5.025 1.223 0.05 -0.01 -0.10 0.38
H 0.087 4.116 3.416 -0.02 0.00 0.14 0.42
H 1.180 2.973 2.635 0.09 -0.07 0.10 0.36
H -0.574 2.698 2.604 -0.09 -0.08 0.09 0.25
```
Forces are in eV/Å.